Below is a cluster of 23 separate species, C6H60NO24 in total, with properties calculated with ωB97M-V/def2-TZVPD.

Computed properties:
**Energy above the lowest of the compared OMol25 structures with the same formula, charge and spin**: 56.8 kJ/mol
**Gap between HOMO and LUMO**: 9.167 eV
**Spin multiplicity**: 1
**Calculated total energy**: -2124.56768 Ha
**Highest occupied orbital energy**: -12.09 eV
**Lowest unoccupied orbital energy**: -0.1074 Ha
**Total charge**: +1

XYZ file:
```
91
Properties=species:S:1:pos:R:3:forces:R:3
O -35.083076 13.652778 -17.053266 -0.6 -1.0 -0.2
O -29.927736 7.264670 -20.687022 3.0 -0.6 -4.3
O -29.450448 8.979417 -17.039889 -0.3 -2.6 -0.5
O -40.311547 15.733138 -18.672703 6.1 -4.4 14.9
O -31.658270 7.929119 -18.618935 0.7 3.0 -0.3
O -32.546229 11.172745 -15.663327 -1.5 -1.9 1.2
O -29.785480 12.443605 -23.134024 -0.2 3.7 -0.6
O -35.738256 10.335673 -22.157762 2.4 3.0 -6.3
O -32.689628 13.430996 -23.810700 3.1 0.2 -0.1
O -38.823079 18.460342 -18.728023 5.2 -3.6 -4.7
O -32.128245 15.605909 -18.938777 -0.5 0.7 -2.1
O -33.423027 10.651979 -23.261538 3.9 3.0 -1.3
O -33.658719 9.376543 -17.683982 0.0 -2.6 0.8
O -31.103137 13.764443 -16.448308 0.4 0.4 2.9
O -34.791735 8.185203 -20.194786 0.0 1.2 1.7
O -28.106500 14.018567 -21.207935 -3.6 0.6 3.0
O -38.043032 13.904772 -23.362425 -2.6 -2.0 -2.0
O -29.257472 14.528833 -18.736219 1.9 0.5 3.1
O -35.777103 10.998112 -17.094166 -1.6 -0.6 0.9
O -36.750660 15.281618 -21.566618 0.6 -0.1 1.4
O -29.964365 9.929930 -22.410291 1.6 2.3 3.1
O -31.365091 11.062659 -20.486364 2.0 1.1 2.1
O -36.198828 17.686383 -18.220682 0.8 -0.7 3.8
O -37.513518 14.740275 -16.940161 -4.5 -0.4 -1.6
N -33.950720 13.676973 -19.561839 -1.9 0.6 -0.2
C -37.534653 16.562858 -21.570439 3.5 -1.6 -0.2
C -31.971783 12.325627 -20.492747 -1.4 1.7 -0.9
C -34.970573 13.839459 -20.564871 -1.6 1.8 -1.0
C -35.928274 15.066948 -20.376772 3.2 2.1 -3.5
C -30.328829 11.109008 -19.446825 0.3 2.2 -1.5
C -33.188463 12.434909 -19.518096 1.1 -2.5 2.4
H -38.068466 16.599805 -22.496575 -0.3 0.0 -0.4
H -32.634671 11.183230 -23.731197 -2.5 -0.1 2.3
H -30.473240 9.387313 -22.957172 -1.7 -1.3 -0.5
H -36.351770 14.976664 -19.452615 -2.3 -0.2 2.2
H -28.705233 8.519331 -17.473218 -0.5 0.1 0.3
H -29.190840 9.862549 -17.050866 0.6 2.5 0.2
H -29.181851 12.521054 -23.876972 0.1 -0.5 0.2
H -31.772229 7.151083 -18.136652 -0.2 -2.3 1.3
H -33.282765 9.978004 -23.873747 -0.6 -3.0 -1.4
H -36.470908 17.148070 -17.375955 0.4 0.9 -2.5
H -37.510029 14.566041 -16.027404 0.6 -0.2 2.4
H -30.341030 10.250833 -21.486974 -0.1 -1.5 -3.2
H -35.642410 7.884920 -19.764775 1.5 0.8 -0.5
H -35.427638 12.966857 -20.843420 -2.2 -2.8 1.0
H -34.343444 8.913648 -19.617039 -1.6 -2.1 -1.1
H -34.547048 13.838922 -21.480998 2.2 1.5 -3.2
H -30.901461 11.254317 -18.573697 -0.2 -0.1 1.7
H -29.822926 14.243380 -17.983466 -0.1 0.2 -1.0
H -31.986243 15.339777 -18.067525 0.5 -0.8 2.4
H -35.473366 18.218815 -17.777180 -1.1 -0.5 -1.2
H -34.553072 13.720897 -18.734304 0.5 -0.3 1.5
H -34.178798 8.593005 -17.277048 1.1 1.9 -1.0
H -35.948656 14.100933 -17.047315 0.2 0.3 -0.2
H -38.559241 14.511704 -17.050650 3.5 1.0 -0.6
H -29.911906 11.568183 -22.849646 0.2 -2.7 0.1
H -32.781603 10.379477 -16.191564 0.3 0.8 0.2
H -32.830218 8.878635 -18.024479 -1.2 0.6 0.1
H -40.680351 15.819008 -19.359047 -9.3 0.8 -15.4
H -28.411570 14.784658 -18.203590 -1.9 -0.5 -1.8
H -39.754771 16.429342 -18.763449 3.4 3.7 0.6
H -28.755454 13.520446 -21.772476 0.8 0.5 0.5
H -35.271698 16.039272 -20.299938 -0.8 -1.7 0.1
H -33.854383 11.419414 -19.529248 1.2 2.8 -0.6
H -32.562267 12.158711 -21.313714 -1.0 0.7 -3.1
H -35.431454 12.712749 -17.018609 0.7 0.5 0.2
H -30.357000 7.198201 -21.576339 0.6 0.1 1.3
H -31.665513 13.569829 -23.906114 -2.6 -0.5 0.6
H -34.764791 10.283346 -22.654157 -3.9 0.5 2.1
H -34.852114 10.701483 -17.145174 -0.5 -0.6 0.4
H -31.061280 8.501727 -18.058442 0.1 -0.9 -0.5
H -37.870319 18.297552 -18.414339 -1.8 0.5 -0.8
H -38.125756 16.436668 -20.732488 -1.6 0.7 1.6
H -31.974925 16.551091 -18.939862 0.1 0.3 -0.2
H -30.173644 13.663769 -16.001995 -2.9 0.3 -0.7
H -36.385186 10.403394 -16.533134 2.0 1.3 -1.3
H -35.626377 9.883034 -21.411784 0.6 -3.2 4.7
H -37.431649 13.237973 -23.640876 0.3 -0.8 -0.4
H -39.253921 18.825860 -18.073614 -3.6 3.1 5.3
H -30.584661 7.358943 -20.088949 -3.5 0.5 2.9
H -31.331440 13.326086 -20.682932 -1.0 -2.5 0.9
H -29.660122 12.111438 -19.564888 -1.1 -2.7 0.0
H -32.025373 11.748356 -16.166684 1.2 1.2 -1.4
H -37.511616 14.492992 -22.926622 2.0 2.2 2.0
H -36.749621 17.335102 -21.490765 -0.8 0.1 0.1
H -32.836196 12.432265 -18.477563 0.1 -0.1 0.0
H -29.847204 10.149581 -19.497025 0.7 -0.1 0.2
H -31.793386 14.029184 -15.703163 2.4 -0.9 -2.0
H -33.444510 14.567977 -19.546692 1.1 -0.3 0.2
H -32.960594 13.319605 -24.722219 -0.3 0.1 -0.3
H -28.763301 14.318543 -20.327535 2.9 -1.3 -3.8
```
Forces are in eV/Å.


Below is a cluster of 24 separate species, C6H62NO25 in total, with properties calculated with ωB97M-V/def2-TZVPD.

Computed properties:
**Energy above the lowest of the compared OMol25 structures with the same formula, charge and spin**: 422.6 kJ/mol
**Gap between HOMO and LUMO**: 8.949 eV
**Spin multiplicity**: 1
**Calculated total energy**: -2200.91346 Ha
**Highest occupied orbital energy**: -12.02 eV
**Lowest unoccupied orbital energy**: -0.1128 Ha
**Total charge**: +1

XYZ file:
```
94
Properties=species:S:1:pos:R:3:forces:R:3
O 46.480000 17.872000 34.843000 -1.9 1.2 0.3
O 43.559000 22.029000 40.273000 1.5 -0.7 1.6
O 49.648000 13.873000 41.267000 0.0 0.1 1.0
O 49.617000 16.963000 35.759000 -0.1 0.4 1.5
O 50.300000 19.428000 34.375000 0.8 -2.5 0.4
O 51.357000 12.308000 34.567000 -1.9 2.3 -0.9
O 54.008000 16.786000 37.163000 -1.0 0.2 0.3
O 47.387000 19.089000 40.860000 2.0 -4.1 0.8
O 51.165000 16.732000 42.949000 -2.7 1.3 1.6
O 47.230000 22.614000 43.228000 1.3 5.5 -3.7
O 47.770000 12.980000 36.212000 2.2 1.1 0.5
O 45.676000 14.342000 40.725000 -7.0 2.9 -3.9
O 48.980000 20.220000 43.094000 3.2 12.0 -2.6
O 51.923000 14.999000 32.020000 -1.4 3.0 -1.5
O 49.675000 13.206000 32.544000 4.4 -6.1 -1.1
O 46.786000 15.327000 37.208000 0.8 6.7 3.7
O 51.988000 17.618000 40.499000 -1.2 -1.2 -0.6
O 48.581000 13.264000 38.909000 2.6 0.8 0.2
O 50.793000 21.061000 36.510000 2.5 2.4 -2.3
O 53.042000 14.454000 38.200000 -3.5 5.2 -2.2
O 44.839000 15.898000 42.962000 -2.3 -2.5 2.5
O 50.731000 13.413000 37.137000 3.0 0.3 1.4
O 50.408000 20.007000 40.788000 -1.9 -3.9 -0.1
O 52.922000 19.335000 36.889000 4.9 -1.3 -1.6
O 45.716000 19.457000 36.966000 -1.1 -2.8 1.2
N 49.456000 17.722000 39.402000 -0.1 3.0 -0.9
C 47.034000 20.127000 40.144000 -3.6 3.3 -1.3
C 50.053000 15.889000 35.008000 -2.0 4.0 -4.3
C 47.223000 17.868000 40.176000 0.2 -2.3 5.7
C 49.860000 16.799000 37.110000 2.6 -4.8 2.1
C 49.198000 17.818000 37.932000 -1.0 2.2 -1.7
C 48.516000 17.091000 40.275000 -3.1 -4.2 -3.3
H 50.994000 12.925000 35.240000 0.8 -0.9 0.4
H 47.494000 20.380000 39.206000 0.0 -1.1 -1.3
H 45.905000 20.190000 40.175000 0.9 0.3 -1.0
H 44.534000 16.753000 42.813000 -0.2 2.9 -0.9
H 53.665000 19.574000 36.192000 -2.3 -0.6 2.2
H 50.739000 12.715000 33.856000 1.3 -1.8 0.6
H 46.099000 18.956000 36.220000 0.0 0.5 -0.4
H 46.901000 14.641000 36.694000 0.7 -5.8 -4.3
H 45.955000 15.318000 37.627000 -1.5 -0.4 0.6
H 51.053000 16.658000 37.319000 -2.4 0.8 -0.4
H 47.923000 23.127000 42.493000 -3.5 -0.9 3.0
H 48.976000 17.175000 41.214000 0.1 -0.8 1.6
H 46.378000 17.261000 40.622000 1.0 0.4 0.7
H 44.079000 22.602000 39.693000 -0.1 -0.1 0.2
H 45.190000 18.664000 37.364000 1.0 2.4 -0.8
H 47.348000 20.956000 40.661000 0.5 2.3 1.9
H 50.303000 17.194000 43.458000 3.8 -2.8 -1.5
H 44.193000 21.750000 41.018000 -1.4 0.9 -1.7
H 49.947000 16.350000 33.976000 0.0 -1.7 0.7
H 50.598000 18.472000 34.499000 -1.3 1.3 0.7
H 45.613000 15.067000 41.302000 -0.8 1.5 1.4
H 46.790000 17.822000 39.290000 -1.0 1.2 -4.9
H 44.012000 15.648000 43.545000 2.6 -0.2 -1.5
H 48.224000 15.951000 39.770000 1.2 2.9 2.1
H 49.505000 13.679000 42.199000 -0.9 -0.2 0.2
H 48.535000 13.274000 36.797000 -0.7 -0.7 -1.7
H 53.571000 15.238000 37.876000 -0.6 -0.7 0.3
H 49.142000 13.072000 39.715000 -1.4 0.1 -0.9
H 51.374000 21.891000 36.118000 -2.4 -3.1 1.6
H 48.774000 19.529000 43.460000 -3.9 -11.4 6.9
H 52.687000 15.152000 32.517000 2.3 -1.0 1.8
H 51.898000 15.980000 31.765000 -1.0 -2.0 -0.3
H 48.978000 13.652000 32.753000 -6.7 4.3 1.9
H 46.462000 18.039000 33.905000 0.4 -0.2 -0.3
H 51.623000 13.876000 37.451000 -1.9 -0.3 -0.8
H 49.772000 14.931000 35.144000 -4.3 -3.0 0.6
H 47.796000 21.921000 43.138000 2.1 -4.6 0.7
H 53.568000 17.695000 37.240000 1.3 -1.3 -0.3
H 48.182000 18.053000 37.398000 0.8 -1.1 2.3
H 51.130000 19.782000 41.332000 1.4 0.8 0.7
H 51.571000 17.530000 41.364000 0.4 -0.4 0.7
H 51.049000 12.515000 37.384000 -1.0 0.2 -0.6
H 50.965000 19.610000 33.727000 0.5 1.2 -1.1
H 49.626000 18.766000 37.695000 0.9 0.9 -0.3
H 47.228000 12.825000 36.963000 -1.5 -0.9 0.9
H 50.593000 13.910000 41.319000 1.2 0.2 -0.7
H 54.952000 16.728000 36.973000 -0.3 0.9 0.0
H 50.934000 15.443000 35.065000 6.2 0.5 0.9
H 49.330000 13.700000 38.374000 -1.5 -0.9 0.7
H 50.355000 13.767000 32.306000 2.2 2.1 -1.1
H 46.386000 13.965000 40.984000 7.8 -4.6 2.3
H 49.487000 15.724000 37.489000 0.4 2.0 -1.0
H 49.416000 18.728000 39.800000 0.6 -1.3 -0.9
H 50.295000 20.827000 40.429000 0.5 3.6 -0.9
H 53.549000 13.800000 38.478000 3.9 -4.5 1.9
H 52.213000 19.890000 36.689000 -2.4 1.9 -0.3
H 49.095000 19.968000 42.237000 0.5 -0.6 -4.1
H 50.704000 20.460000 35.706000 -0.5 0.8 0.7
H 52.611000 18.311000 40.534000 1.2 1.1 0.0
H 47.182000 17.339000 35.137000 1.6 -1.3 0.0
H 51.466000 15.831000 43.258000 -1.2 1.7 0.1
H 50.450000 17.503000 39.596000 0.0 -0.3 -0.3
```
Forces are in eV/Å.


Below is a structure of composition C6H6AuCl2N4OS4, with properties calculated with ωB97M-V/def2-TZVPD.

Computed properties:
**Energy above the lowest of the compared OMol25 structures with the same formula, charge and spin**: 0.0 kJ/mol
**Gap between HOMO and LUMO**: 5.755 eV
**Spin multiplicity**: 1
**Calculated total energy**: -3175.46301 Ha
**Highest occupied orbital energy**: -3.40 eV
**Lowest unoccupied orbital energy**: 0.0867 Ha
**Total charge**: -1

XYZ file:
```
24
Properties=species:S:1:pos:R:3:forces:R:3
Au -0.067594 0.783925 0.671922 0.0 0.0 0.3
Cl -5.825349 -1.160954 -0.664514 0.1 0.0 0.0
Cl -2.882804 -0.906466 -0.507366 0.0 -0.2 -0.1
S 4.637016 0.434043 2.321680 0.0 0.0 0.0
S 0.359181 -0.449139 2.593630 0.0 0.1 -0.1
S 2.779571 -0.658937 4.269871 0.0 0.0 0.0
S 2.629095 0.846672 0.170519 0.1 0.1 0.0
O 5.356868 -0.362232 4.734984 0.0 0.0 0.0
N -0.036172 4.530118 -1.007052 -0.3 0.1 0.0
N -0.823326 2.206215 -0.783071 0.1 -0.2 0.0
N 2.229438 4.025977 -0.601436 -0.3 -0.2 0.3
N 1.509598 6.192269 -1.000059 0.0 0.0 0.0
C 4.452731 -0.228292 3.940015 0.0 0.0 0.0
C 1.219796 4.867854 -0.841077 0.4 -0.2 -0.1
C 2.096266 -0.183573 2.715696 -0.1 0.0 0.0
C -0.401222 3.281199 -0.891261 0.0 0.1 0.0
C -4.430546 -0.193008 -0.111010 0.0 0.1 0.1
C 2.955662 0.325255 1.808318 -0.1 0.0 -0.1
H -4.498313 -0.104321 0.966842 0.0 0.0 0.0
H 2.077378 3.041519 -0.288502 0.2 0.3 -0.1
H -4.492887 0.776449 -0.591046 0.0 0.0 0.0
H 0.708167 6.798531 -1.038561 0.0 0.0 0.0
H 2.337041 6.560392 -0.565911 0.0 0.0 0.0
H 3.146809 4.390222 -0.406087 0.0 -0.1 0.0
```
Forces are in eV/Å.


Below is a structure of composition C6H6BiCl2IrN2O3S, with properties calculated with ωB97M-V/def2-TZVPD.

Computed properties:
**Gap between HOMO and LUMO (alpha / beta)**: 6.009 / 5.482 eV
**<S²>**: 6.06
**Spin multiplicity**: 5
**Calculated total energy**: -2203.03985 Ha
**Highest occupied orbital energy (alpha / beta)**: -23.03 / -24.16 eV
**Lowest unoccupied orbital energy (alpha / beta)**: -0.6256 / -0.6866 Ha
**Total charge**: +4

XYZ file:
```
22
Properties=species:S:1:pos:R:3:forces:R:3
Bi -0.629122 -0.426791 -2.765280 -2.0 1.0 1.4
Ir -0.017246 -0.048091 -0.042388 -2.8 -2.3 0.3
Cl -1.336412 -2.019150 -0.811262 0.2 -0.1 -0.2
Cl -1.314313 1.780485 -1.359055 0.3 -0.4 0.7
S -1.485168 -0.942694 1.569474 1.1 0.8 -0.3
O 0.433491 1.480188 -5.416472 -2.1 -3.3 4.8
O 0.289929 -3.127902 -4.672035 -1.8 4.7 3.5
O 1.544415 2.286715 1.142126 -3.1 -5.2 -2.3
N -1.241067 0.477941 3.889893 0.5 -0.5 0.0
N 0.599335 -0.481580 3.298012 -0.5 0.3 0.1
C -0.038664 -2.226700 -4.016919 2.9 -7.2 -5.4
C -0.323524 0.855913 4.931852 0.1 -0.3 -0.8
C 0.970127 1.355599 0.696988 4.0 6.5 2.7
C 0.976073 0.236269 4.488991 -0.7 -0.3 -0.4
C -0.689676 -0.316253 2.957848 0.4 0.8 1.0
C 0.057002 0.851107 -4.515316 3.2 5.0 -7.4
H 1.381792 -0.462715 5.214149 0.6 -0.3 0.4
H -2.219386 0.728461 3.847401 -0.7 0.3 0.2
H -0.679321 0.438874 5.868727 -0.3 0.1 0.8
H 1.731206 0.974256 4.228149 0.6 0.2 0.1
H -0.267543 1.936320 5.004557 -0.2 0.7 0.4
H 1.232674 -1.025950 2.730262 0.4 -0.5 0.0
```
Forces are in eV/Å.


Below is a cluster of 2 separate species, C6H6BrNOP2 in total, with properties calculated with ωB97M-V/def2-TZVPD.

Computed properties:
**Energy above the lowest of the compared OMol25 structures with the same formula, charge and spin**: 152.4 kJ/mol
**Gap between HOMO and LUMO (alpha / beta)**: 6.218 / 5.725 eV
**Spin multiplicity**: 1
**Calculated total energy**: -3618.87011 Ha
**Highest occupied orbital energy (alpha / beta)**: -8.42 / -8.16 eV
**Lowest unoccupied orbital energy (alpha / beta)**: -0.0809 / -0.0894 Ha

XYZ file:
```
17
Properties=species:S:1:pos:R:3:forces:R:3
Br -3.365032 1.949050 -0.230822 -0.3 -1.4 0.4
P -1.418084 -2.285461 -0.295812 -1.4 1.6 0.2
P -4.154908 -1.394590 0.485621 -1.1 2.2 -2.3
O -1.066841 -0.728063 0.084002 -1.6 -1.6 0.0
N -3.002400 -2.205791 -0.271342 1.7 -0.5 0.2
C 0.358306 1.062953 0.799446 0.5 -1.5 -2.1
C 2.542293 -0.247512 -0.403331 -2.2 0.6 -0.6
C 2.681300 1.079821 -0.007702 0.1 0.7 1.3
C 1.584386 1.740480 0.641380 0.5 -1.7 -0.9
C 0.152589 -0.168410 0.077634 3.5 1.2 0.6
C 1.246210 -0.813125 -0.500790 0.6 0.3 0.6
H 3.210747 -0.942180 -0.827584 1.7 0.1 -0.3
H -4.947486 -0.977736 -0.793505 0.9 -0.6 1.8
H 1.226343 -1.806114 -0.982114 -0.4 0.6 0.3
H 3.630014 1.695839 0.006746 -1.0 -1.3 -0.3
H -0.552029 1.300963 1.284848 -0.4 1.3 0.6
H 1.874588 2.739868 0.933321 -0.9 0.1 0.6
```
Forces are in eV/Å.


Below is a cluster of 2 separate species, C6H6BrO3 in total, with properties calculated with ωB97M-V/def2-TZVPD.

Computed properties:
**Gap between HOMO and LUMO**: 6.039 eV
**Spin multiplicity**: 1
**Calculated total energy**: -3031.90331 Ha
**Highest occupied orbital energy**: -2.52 eV
**Lowest unoccupied orbital energy**: 0.1293 Ha
**Total charge**: -1

XYZ file:
```
16
Properties=species:S:1:pos:R:3:forces:R:3
Br -1.614073 0.300921 2.185935 -0.1 -0.4 0.6
O -0.873207 2.594620 -2.559657 -0.1 -0.9 0.5
O 1.735734 -1.135026 -1.756306 0.1 0.2 0.9
O 0.236341 -0.884554 -3.383219 -0.5 -0.4 -1.3
C -1.871718 0.804087 0.302175 -1.7 0.2 -1.9
C 2.024040 -0.551106 -0.427847 0.7 -0.2 -1.3
C 1.173000 0.761692 -0.392730 0.7 -0.6 2.3
C -0.363363 1.665872 -2.082304 -0.8 1.7 -0.7
C 0.441868 0.719970 -1.689747 1.1 1.2 1.7
C 0.726874 -0.442217 -2.388437 0.9 -1.8 -0.4
H 1.839380 1.607835 -0.132346 -0.5 -0.1 -0.7
H -2.766738 1.506588 0.319129 0.8 -0.7 0.2
H 0.475836 0.680433 0.478399 0.2 0.2 -0.9
H 1.577474 -1.288434 0.313781 1.3 0.9 -0.6
H -2.308967 -0.118247 -0.261942 0.7 1.0 1.2
H 3.219597 -0.370334 -0.444422 -2.9 -0.6 0.6
```
Forces are in eV/Å.